[1]
{"formula": "C32H58BaCsF9N3O21S5", "method": "ωB97M-V with the def2-TZVPD basis set", "orbital_gap_ev": 5.07, "charge": -1, "e_lumo_ev": 1.5, "homo_ev": -3.60, "elements": ["Ba", "Cs", "N", "O", "O", "O", "F", "O", "C", "C", "O", "H", "H", "H", "H", "O", "S", "O", "O", "C", "C", "C", "H", "H", "H", "H", "H", "H", "H", "H", "O", "S", "O", "O", "C", "C", "C", "H", "H", "H", "H", "H", "H", "H", "H", "O", "S", "O", "O", "C", "C", "C", "H", "H", "H", "H", "H", "H", "H", "H", "O", "S", "O", "O", "C", "C", "C", "H", "H", "H", "H", "H", "H", "H", "H", "O", "S", "O", "O", "C", "C", "C", "H", "H", "H", "H", "H", "H", "H", "H", "N", "C", "C", "C", "C", "C", "H", "H", "H", "H", "H", "N", "C", "C", "C", "C", "C", "H", "H", "H", "H", "H", "C", "C", "C", "F", "F", "F", "F", "O", "C", "C", "F", "F", "F", "F", "H", "H", "H", "H"], "xyz": [[11.388, 6.934, 6.996], [8.280, 8.766, 4.883], [8.025, 8.750, 8.514], [7.515, 9.507, 7.751], [7.515, 8.477, 9.544], [9.058, 8.208, 8.160], [9.118, 5.950, 5.771], [13.333, 6.851, 4.977], [13.548, 8.198, 4.546], [12.291, 9.186, 4.479], [11.434, 9.446, 5.613], [14.017, 8.164, 3.563], [14.319, 8.686, 5.142], [11.598, 8.963, 3.668], [12.703, 10.142, 4.156], [7.854, 14.286, 5.388], [8.975, 13.487, 4.854], [8.679, 12.370, 3.968], [10.121, 14.486, 4.176], [11.283, 13.886, 3.640], [12.010, 14.939, 2.770], [10.067, 12.807, 6.188], [11.007, 12.928, 3.199], [12.007, 13.557, 4.385], [12.875, 14.493, 2.278], [12.211, 15.854, 3.326], [11.478, 15.295, 1.888], [10.825, 12.157, 5.752], [9.424, 12.170, 6.795], [10.329, 13.625, 6.859], [6.399, 7.938, 2.680], [5.293, 7.576, 1.779], [5.360, 6.611, 0.690], [3.962, 7.284, 2.701], [3.870, 8.076, 3.909], [2.811, 7.576, 4.871], [4.838, 9.193, 0.958], [3.694, 9.115, 3.630], [4.812, 8.080, 4.459], [1.868, 7.334, 4.379], [2.508, 8.330, 5.596], [3.072, 6.687, 5.446], [3.777, 9.142, 0.712], [5.448, 9.093, 0.060], [5.101, 10.072, 1.546], [5.730, 2.150, 7.106], [5.317, 3.047, 6.036], [4.530, 2.498, 4.898], [4.424, 4.218, 6.669], [4.714, 4.758, 7.989], [4.942, 6.237, 7.852], [6.708, 4.046, 5.426], [5.607, 4.290, 8.404], [3.876, 4.494, 8.634], [4.048, 6.826, 7.647], [5.624, 6.462, 7.033], [5.427, 6.734, 8.692], [6.344, 4.904, 4.861], [7.265, 3.369, 4.779], [7.230, 4.351, 6.333], [13.228, 10.510, 10.095], [11.927, 9.826, 9.886], [11.856, 8.521, 9.175], [11.150, 9.765, 11.369], [10.137, 8.820, 11.579], [9.953, 8.615, 13.015], [10.839, 11.020, 9.130], [10.381, 7.852, 11.142], [9.188, 9.169, 11.171], [10.847, 8.517, 13.632], [9.309, 7.764, 13.235], [9.420, 9.416, 13.527], [10.838, 10.945, 8.043], [11.033, 12.023, 9.510], [9.860, 10.815, 9.563], [6.184, 10.929, 4.444], [5.124, 11.922, 4.530], [4.950, 12.928, 3.466], [3.658, 11.174, 4.744], [2.518, 12.005, 4.460], [1.211, 11.264, 4.945], [5.260, 12.795, 6.170], [2.411, 12.217, 3.396], [2.653, 12.969, 4.951], [1.360, 10.993, 5.990], [1.000, 10.385, 4.336], [0.357, 11.938, 5.002], [5.626, 13.817, 6.068], [5.860, 12.160, 6.821], [4.250, 12.762, 6.580], [9.117, 13.186, 11.331], [8.263, 12.177, 11.697], [7.161, 11.767, 10.909], [6.977, 12.400, 9.665], [7.835, 13.427, 9.242], [8.898, 13.820, 10.097], [8.444, 11.785, 12.687], [6.420, 11.043, 11.214], [6.140, 12.136, 9.035], [7.694, 13.975, 8.322], [9.575, 14.610, 9.807], [10.448, 5.439, 9.134], [9.155, 5.023, 9.202], [8.632, 4.199, 10.259], [9.452, 3.890, 11.296], [10.816, 4.276, 11.260], [11.228, 5.014, 10.137], [8.546, 5.320, 8.361], [7.618, 3.831, 10.301], [9.176, 3.327, 12.175], [11.435, 4.009, 12.104], [12.249, 5.366, 10.114], [3.248, 8.601, 11.116], [2.673, 8.914, 9.747], [3.663, 9.762, 8.867], [3.235, 9.999, 7.592], [4.059, 10.955, 9.391], [2.397, 7.788, 9.064], [1.568, 9.608, 9.967], [4.237, 7.523, 10.956], [5.285, 7.361, 11.942], [6.188, 6.100, 11.548], [7.220, 5.895, 12.315], [5.525, 4.957, 11.571], [6.114, 8.498, 11.956], [4.702, 7.096, 13.126], [2.475, 8.239, 11.793], [3.631, 9.492, 11.614], [4.662, 9.344, 8.746], [6.609, 6.243, 10.553]], "lowdin_charge": [1.851, 1.008, -0.693, -0.102, -0.002, -0.165, -0.810, -0.558, -0.438, -0.418, -0.582, 0.069, 0.065, 0.064, 0.059, -0.314, 0.703, -0.308, -0.267, -0.285, -0.057, -0.095, 0.118, 0.112, 0.078, 0.076, 0.069, 0.059, 0.051, 0.074, -0.440, 0.693, -0.281, -0.247, -0.256, -0.044, -0.080, 0.094, 0.103, 0.081, 0.064, 0.068, 0.065, 0.060, 0.058, -0.310, 0.646, -0.322, -0.284, -0.225, -0.054, -0.103, 0.100, 0.127, 0.057, 0.086, 0.057, 0.071, 0.079, 0.041, -0.296, 0.741, -0.480, -0.242, -0.317, -0.075, -0.101, 0.114, 0.101, 0.087, 0.077, 0.069, 0.057, 0.068, 0.052, -0.399, 0.685, -0.298, -0.304, -0.254, -0.041, -0.071, 0.112, 0.107, 0.059, 0.073, 0.073, 0.057, 0.053, 0.055, 0.051, -0.138, -0.048, -0.070, -0.066, -0.122, 0.093, 0.085, 0.071, 0.087, 0.094, -0.080, -0.085, -0.060, -0.088, -0.039, -0.160, 0.088, 0.099, 0.107, 0.097, 0.104, -0.027, -0.473, -0.251, 0.070, 0.065, 0.135, 0.147, -0.012, -0.395, -0.366, 0.128, 0.116, 0.088, 0.144, 0.143, 0.144, 0.160, 0.134]}

[2]
{"formula": "C32H58BrCl2O20P", "method": "ωB97M-V with the def2-TZVPD basis set", "orbital_gap_ev": 8.88, "smiles": "CC[C@H](C)[C@@H]1OC(=O)[C@](COO)(/C(Cl)=C(/C)Cl)[C@H]1P(O)Br.CCOC(=O)OC.CCOC(=O)OC.CCOC(=O)OC.CCOC(=O)OC.CCOC(=O)OC", "e_lumo_ev": -0.1, "homo_ev": -9.01, "elements": ["C", "C", "C", "C", "C", "O", "C", "O", "C", "C", "O", "O", "C", "Cl", "C", "C", "Cl", "C", "P", "O", "Br", "H", "H", "H", "H", "H", "H", "H", "H", "H", "H", "H", "H", "H", "H", "H", "H", "H", "H", "C", "C", "O", "C", "O", "O", "C", "H", "H", "H", "H", "H", "H", "H", "H", "C", "C", "O", "C", "O", "O", "C", "H", "H", "H", "H", "H", "H", "H", "H", "C", "C", "O", "C", "O", "O", "C", "H", "H", "H", "H", "H", "H", "H", "H", "C", "C", "O", "C", "O", "O", "C", "H", "H", "H", "H", "H", "H", "H", "H", "C", "C", "O", "C", "O", "O", "C", "H", "H", "H", "H", "H", "H", "H", "H"], "xyz": [[-2.873, 5.434, 6.580], [-3.915, 5.596, 5.357], [-3.248, 5.201, 3.919], [-3.016, 6.581, 3.140], [-4.267, 4.192, 3.223], [-4.042, 2.871, 3.846], [-2.914, 2.354, 3.129], [-1.840, 2.035, 3.631], [-3.406, 2.394, 1.571], [-4.557, 1.239, 1.634], [-4.121, 0.095, 2.434], [-5.026, -0.109, 3.453], [-2.291, 1.952, 0.567], [-1.337, 0.423, 0.980], [-1.909, 2.520, -0.660], [-0.743, 1.907, -1.592], [-2.752, 3.980, -1.294], [-4.049, 3.837, 1.644], [-5.817, 4.140, 0.973], [-5.837, 4.184, -0.734], [-6.516, 6.251, 1.574], [-2.942, 6.387, 7.206], [-1.795, 5.353, 6.216], [-3.165, 4.499, 7.173], [-4.838, 4.939, 5.568], [-4.210, 6.692, 5.298], [-2.228, 4.767, 4.165], [-3.853, 6.888, 2.437], [-2.741, 7.407, 3.885], [-2.079, 6.447, 2.480], [-5.345, 4.395, 3.527], [-5.501, 1.614, 2.176], [-4.899, 0.923, 0.596], [-4.576, -0.595, 4.185], [-0.382, 2.797, -2.230], [0.159, 1.564, -0.998], [-1.143, 1.144, -2.336], [-3.472, 4.722, 1.219], [-5.770, 5.122, -1.042], [-1.749, -5.743, -3.909], [-1.082, -4.478, -4.417], [-1.830, -3.320, -4.025], [-1.646, -2.912, -2.759], [-0.914, -3.420, -1.944], [-2.441, -1.851, -2.548], [-2.407, -1.358, -1.207], [-2.795, -5.777, -4.223], [-1.235, -6.629, -4.288], [-1.742, -5.781, -2.818], [-1.066, -4.489, -5.508], [-0.045, -4.405, -4.079], [-1.387, -1.165, -0.884], [-2.896, -2.070, -0.538], [-2.961, -0.419, -1.181], [3.213, -10.295, -4.101], [3.875, -9.027, -4.607], [3.124, -7.870, -4.218], [3.305, -7.462, -2.952], [4.037, -7.971, -2.140], [2.509, -6.403, -2.739], [2.539, -5.915, -1.398], [2.168, -10.334, -4.416], [3.732, -11.178, -4.480], [3.219, -10.334, -3.010], [3.894, -9.037, -5.698], [4.912, -8.951, -4.267], [3.561, -5.721, -1.068], [2.049, -6.629, -0.733], [1.983, -4.977, -1.371], [7.900, -7.176, -3.280], [8.577, -8.529, -3.389], [8.649, -8.955, -4.755], [9.632, -8.403, -5.482], [10.446, -7.606, -5.087], [9.538, -8.874, -6.736], [10.480, -8.301, -7.641], [6.927, -7.193, -3.779], [7.759, -6.898, -2.234], [8.493, -6.398, -3.766], [7.984, -9.276, -2.858], [9.570, -8.520, -2.931], [11.499, -8.381, -7.258], [10.223, -7.257, -7.833], [10.420, -8.852, -8.579], [-3.930, 7.667, 13.264], [-2.558, 7.727, 12.619], [-2.669, 7.901, 11.202], [-2.918, 9.154, 10.791], [-3.043, 10.122, 11.499], [-3.030, 9.138, 9.453], [-3.379, 10.401, 8.889], [-4.548, 6.906, 12.783], [-3.847, 7.438, 14.329], [-4.457, 8.619, 13.158], [-2.040, 6.779, 12.779], [-1.939, 8.512, 13.061], [-2.702, 11.188, 9.226], [-4.412, 10.647, 9.141], [-3.297, 10.316, 7.805], [3.228, 3.024, -6.402], [2.176, 2.760, -7.463], [1.770, 1.386, -7.448], [0.890, 1.054, -6.491], [0.417, 1.802, -5.670], [0.646, -0.261, -6.590], [-0.218, -0.764, -5.571], [4.063, 2.326, -6.507], [3.606, 4.045, -6.479], [2.819, 2.883, -5.399], [2.600, 2.951, -8.451], [1.314, 3.422, -7.349], [-1.142, -0.187, -5.512], [0.301, -0.760, -4.610], [-0.471, -1.794, -5.823]], "lowdin_charge": [-0.102, -0.200, -0.269, -0.090, -0.291, -0.038, -0.346, 0.121, -0.259, -0.115, -0.199, -0.038, -0.457, 0.727, -0.604, -0.123, 0.654, -0.368, 0.647, -0.429, 0.277, 0.068, 0.075, 0.081, 0.113, 0.097, 0.134, 0.027, 0.089, 0.087, 0.114, 0.125, 0.145, 0.133, 0.077, 0.070, 0.084, 0.084, 0.037, -0.062, -0.219, 0.014, -0.592, 0.119, 0.001, -0.101, 0.082, 0.081, 0.076, 0.122, 0.123, 0.033, 0.106, 0.075, -0.065, -0.213, 0.030, -0.593, 0.117, -0.003, -0.040, 0.081, 0.081, 0.075, 0.124, 0.114, 0.096, 0.101, 0.091, -0.061, -0.213, 0.029, -0.592, 0.121, 0.000, -0.048, 0.071, 0.083, 0.076, 0.122, 0.124, 0.096, 0.099, 0.093, -0.068, -0.216, 0.031, -0.592, 0.122, -0.004, -0.047, 0.082, 0.080, 0.075, 0.122, 0.124, 0.097, 0.100, 0.092, -0.068, -0.216, 0.033, -0.590, 0.114, 0.008, -0.040, 0.082, 0.080, 0.074, 0.122, 0.124, 0.103, 0.102, 0.084]}